1.
C18H18ClN3O | wB97M-V/def2-TZVPD

Output
SMILES string = CN(C(=O)c1ccc(C#Cc2cncc(Cl)c2)cn1)C(C)(C)C
molecular weight = 327.815 g/mol
DFT total energy = -1396.34032 Eh
ΔE to the lowest compared entry with this formula, charge and spin = 67.5 kcal per mole

Each line ends with the natural charge from an NBO analysis.
Geometry (Å):
H -1.0355 2.6725 5.1471  0.207
C -1.9155 -1.1973 0.3696  -0.193
C 2.7624 -2.1136 -7.3766  0.029
H -1.0118 -0.9229 5.2433  0.228
O -2.3633 -1.4335 3.1612  -0.604
H -1.4029 3.2854 1.6843  0.217
N 0.2613 -0.5957 1.0471  -0.413
C 2.6862 -1.0164 -5.2179  -0.154
H -1.1679 3.8479 3.9059  0.215
H -2.1939 -1.6735 -1.7060  0.228
H -0.2817 0.6846 5.5473  0.200
H -0.9843 1.7663 0.9562  0.213
N 1.7084 -2.8762 -7.0760  -0.388
H 1.0398 2.9206 2.4900  0.209
C -1.0169 -0.8192 1.3700  0.121
H -2.4479 2.6567 4.1738  0.212
H 1.2087 1.1123 2.5416  0.247
C 0.8279 -1.5628 -3.6728  0.078
H 1.2203 2.1142 4.0140  0.203
C 1.1287 -2.7122 -5.8922  0.061
C -1.5111 -1.3567 -0.9449  -0.145
C -1.5212 -0.6015 2.7696  0.647
C -1.1181 0.1267 5.0639  -0.399
H 3.0838 -0.3094 -4.4965  0.236
Cl 4.6028 -0.1829 -6.8213  0.035
H 0.2387 -3.1992 -5.6689  0.194
C 0.3504 -1.3994 -2.5628  -0.018
C 1.5209 -1.7723 -4.9131  -0.164
H 1.7267 -0.5808 -0.5069  0.204
C -0.1600 -1.1199 -1.2490  -0.153
H -2.9484 -1.3871 0.6228  0.238
H 3.1952 -2.1447 -8.3767  0.209
N -1.1130 0.4399 3.5997  -0.463
H -2.1015 0.4497 5.4867  0.198
C -0.7486 1.8278 3.1337  0.165
H -2.4900 1.9310 1.8446  0.214
C 0.7836 1.9960 3.0193  -0.638
C 0.7044 -0.7045 -0.2250  0.062
C -1.3678 2.8314 4.1469  -0.615
C -1.4447 2.2262 1.8123  -0.619
C 3.2960 -1.2075 -6.4444  -0.105

***

2.
C18H18ClNO2S2 | wB97M-V/def2-TZVPD

Output
SMILES string = O=C(OC1CCCCC1)c1cc(NC(=S)c2ccsc2)ccc1Cl
molecular weight = 379.934 g/mol
DFT total energy = -2158.51812 Eh
ΔE to the lowest compared entry with this formula, charge and spin = 0.0 kcal per mole

Each line ends with the natural charge from an NBO analysis.
Geometry (Å):
H -1.9671 0.8116 -4.1352  0.251
H 2.1466 2.6242 5.1832  0.195
H -2.6428 -2.0328 -1.9201  0.393
H -0.9730 2.8431 -3.3210  0.233
O -0.4097 -0.0707 1.6378  -0.614
H 2.3504 -0.2712 2.0331  0.221
C 3.4491 0.5478 3.6864  -0.397
C 2.8062 2.9107 4.3326  -0.390
H 2.5631 3.5116 2.3139  0.209
C 3.9770 1.9057 4.1464  -0.400
C -0.9630 2.0104 -2.6453  -0.231
C -3.6238 -4.0678 -5.0052  -0.289
C -3.8704 -5.5663 -3.0436  -0.380
C -2.4480 -2.1533 -3.9079  0.116
H 0.7747 1.1805 3.3812  0.207
C 1.4550 1.6260 2.5998  0.096
H 1.0655 3.5574 3.3253  0.214
C -1.6172 -0.3003 -2.2977  0.130
O 0.7755 1.8329 1.3439  -0.498
C -0.5194 0.9301 -0.4838  -0.112
N -2.2496 -1.4981 -2.6767  -0.564
C -1.1800 -0.2189 -0.9932  -0.190
C -0.0444 0.8612 0.9091  0.767
C -3.1007 -3.4794 -3.8588  -0.198
H -1.2968 -1.0708 -0.3352  0.242
C 2.6771 0.7127 2.3720  -0.433
H -3.6390 -3.6242 -5.9902  0.256
S -4.3079 -5.6925 -4.7360  0.423
H -2.9920 -4.1289 -1.7491  0.216
H 4.6344 2.2827 3.4115  0.194
C -1.5333 0.8303 -3.1337  -0.172
H 2.7874 0.1113 4.4393  0.201
H 4.5615 1.7904 5.0562  0.207
C -3.2826 -4.3663 -2.7385  -0.246
H 3.2603 1.1131 1.5257  0.207
Cl 0.1379 3.6360 -0.8713  0.034
H -4.0452 -6.3772 -2.3576  0.240
C -0.4312 2.0688 -1.3428  -0.019
H 4.3346 -0.1435 3.5882  0.213
H 3.1841 3.9129 4.4771  0.211
S -1.7554 -1.5413 -5.2804  -0.125
C 1.9524 2.9923 3.0603  -0.417

***

3.
C18H18CoN5O2S | wB97M-V/def2-TZVPD

Output
2S+1 = 4
charge = +1
molecular weight = 427.375 g/mol
DFT total energy = -2901.68328 Eh

Each line ends with the natural charge from an NBO analysis.
Geometry (Å):
C 1.3330 -3.7119 3.3334  -0.106
N -3.3180 -3.7396 -0.5944  -0.758
N 1.3368 -0.6375 0.5786  -0.328
H 4.3699 1.8300 -3.2270  0.231
H 5.6704 -3.2100 0.2991  0.225
C 1.4055 -1.7620 1.3483  0.180
C 1.5384 2.8981 -1.6937  -0.289
N 1.5595 -0.7482 -0.7322  -0.310
C 2.5072 -3.5904 2.4953  -0.062
C 0.2346 -2.9473 3.1758  -0.283
Co -0.4812 -0.5032 -0.0964  1.272
O -0.0460 1.5512 -0.4271  -0.597
S -1.0657 -2.5510 -1.2984  -0.210
H 5.5952 -4.9234 2.0809  0.227
N -3.2984 -1.5016 -0.2562  -0.444
C 3.4650 1.7959 -2.6367  -0.211
H 0.9459 3.7934 -1.5745  0.227
C 3.7038 -2.4838 0.6887  -0.170
H -1.2274 3.2092 -0.8618  0.194
C 3.6171 -4.4143 2.7016  -0.162
C 4.7818 -3.3112 0.9078  -0.189
H -4.1318 -1.6037 0.3005  0.396
H -0.0460 3.4229 0.4635  0.212
C 0.2089 -1.9739 2.1188  0.408
H -0.6484 -3.0712 3.7876  0.233
C 2.7133 2.9397 -2.4383  -0.180
H -1.4754 2.4103 0.7206  0.194
H -2.8926 -4.5883 -0.9258  0.433
C -0.7393 2.7312 -0.0121  -0.249
H -4.2925 -3.7629 -0.3439  0.404
H 1.3578 -4.4703 4.1074  0.224
H 3.5875 -5.1535 3.4925  0.221
H 3.6042 -0.3193 -2.2232  0.231
C 1.1442 1.6990 -1.1307  0.332
C 3.0474 0.5966 -2.0731  -0.171
H -2.8831 0.1775 0.6936  0.399
N -2.6649 -0.2460 -0.2044  -0.682
C 4.7412 -4.2808 1.9145  -0.188
H -3.0488 0.3414 -0.9394  0.393
H 3.0250 3.8773 -2.8784  0.229
H 3.7391 -1.7349 -0.0881  0.224
O -0.8433 -1.3536 1.7626  -0.708
C 2.5479 -2.6178 1.4751  -0.098
C -2.6193 -2.6041 -0.6735  0.306
C 1.9044 0.5442 -1.2962  0.004